## w
ORCA calculation (wB97M-V/def2-TZVPD) on a structure of composition C2H3FNOP.

Positions of all 9 atoms, in Å:
H1 1.06 -0.27 -1.18
H2 -1.16 -1.41 -0.84
H3 -0.32 0.63 -1.70
P1 0.12 0.85 1.54
C1 0.21 0.26 -0.90
N1 -1.01 -0.38 1.05
F1 1.21 -0.23 2.16
C2 -0.83 -0.63 -0.18
O1 0.72 1.18 0.05

## Properties
* charge: 0
* E_HOMO: -9.986 eV
* frontier orbital gap: 10.60 eV

Here are the Mulliken charges for atoms 1 to 5, given in e: H 0.310; H 0.355; H 0.346; P 0.345; C -0.357

***

## x
ORCA calculation (wB97M-V/def2-TZVPD) on the molecule C2H3FNOP.

Positions of all 9 atoms, in Å:
N1 0.89 0.37 -0.18
H1 -0.84 0.75 0.97
O1 -0.82 -1.86 0.46
F1 3.30 0.21 -0.54
C1 -0.46 0.44 0.02
H2 -2.06 -0.80 -0.64
P1 2.21 0.67 0.65
C2 -1.22 -0.86 0.02
H3 -0.99 1.09 -0.75

## Properties
* structure (SMILES): O=CC/N=P/F
* charge: 0
* E_HOMO: -9.587 eV
* frontier orbital gap: 8.93 eV

Here are the Mulliken charges for atoms 1 to 5, given in e: N -0.159; H 0.263; O -0.402; F -0.289; C -0.235

***

Short version: w, x, most stable first.

***

## w
ORCA calculation (wB97M-V/def2-TZVPD) on a structure of composition C22H41HfN3O11P3S4Sb.

Positions of all 86 atoms, in Å:
H1 -0.45 3.59 -6.23
C1 -2.45 -0.34 -1.37
N1 -1.79 -4.50 6.12
N2 1.62 -2.76 0.95
C2 2.36 1.80 3.08
H2 -2.80 3.70 -5.79
H3 -2.23 1.61 -0.53
H4 -3.39 -0.60 -0.86
N3 3.49 -1.68 0.28
H5 -0.95 3.43 -0.40
O1 2.62 -4.99 -3.67
C3 0.86 4.24 -1.21
H6 -2.60 -2.82 4.24
H7 5.44 -1.03 -0.25
H8 -1.03 1.42 1.73
C4 2.53 3.05 3.92
C5 -1.27 -3.36 2.66
H9 -2.69 4.37 -4.17
H10 -1.26 2.17 4.09
O2 1.25 -0.30 -5.15
H11 -2.44 -0.87 -2.32
H12 -1.39 5.79 -1.11
C6 -2.09 1.66 3.61
O3 -0.83 -0.28 2.90
C7 -0.59 3.79 -1.38
H13 -2.59 1.03 4.35
S1 0.59 -3.93 0.76
H14 -2.46 0.39 1.90
H15 3.22 -0.02 -3.13
H16 -4.54 1.41 -1.39
S2 4.10 -3.86 1.51
C8 -1.80 -3.48 3.93
O4 0.25 -1.32 -2.95
C9 -2.39 1.18 -1.53
H17 -3.59 2.88 -4.45
Hf1 1.05 -1.67 -0.95
H18 -1.15 -4.87 6.80
S3 0.87 0.43 0.10
C10 0.30 -5.14 3.16
P1 1.42 -1.12 -3.96
H19 2.46 2.02 2.01
C11 -1.41 2.63 -4.53
H20 -1.53 1.67 -5.04
C12 2.98 -2.71 0.90
H21 -1.17 5.33 -2.80
H22 0.67 2.72 -5.18
C13 -0.23 -5.24 4.43
O5 0.34 -4.04 -3.03
H23 -3.95 1.25 -3.04
H24 -3.74 2.77 -2.18
O6 1.04 1.29 3.31
O7 -0.38 -3.17 -0.10
H25 1.49 3.42 -0.87
C14 -0.23 3.34 -5.19
H26 0.18 -5.96 5.12
H27 0.94 5.05 -0.48
O8 1.93 -2.58 -4.30
C15 -3.72 1.69 -2.06
O9 2.38 -3.08 -1.93
O10 2.46 -0.55 -2.85
C16 5.38 -2.89 0.85
H28 1.11 -5.78 2.84
S4 1.42 -1.50 4.33
H29 1.81 3.81 3.63
C17 -1.61 0.83 2.44
C18 -1.47 4.95 -1.82
H30 6.41 -3.17 0.94
O11 1.10 -5.17 0.26
H31 -2.53 4.68 -1.87
H32 0.01 4.29 -4.68
C19 -2.69 3.43 -4.73
P2 0.79 -0.28 2.92
H33 -2.81 2.41 3.26
C20 4.86 -1.80 0.24
H34 -0.05 -3.14 -3.10
H35 -1.64 -2.61 1.98
H36 3.10 1.05 3.35
H37 2.37 2.81 4.98
Sb1 -0.62 1.96 -2.58
H38 -1.65 -0.72 -0.73
C21 -0.22 -4.19 2.28
H39 3.53 3.45 3.79
H40 1.27 4.61 -2.15
C22 -1.27 -4.40 4.83
P3 1.91 -3.81 -3.19
H41 -2.23 -3.66 6.45

## Properties
* multiplicity: 2
* charge: -1
* E_HOMO (alpha / beta): -4.101 / -4.909 eV
* frontier orbital gap (alpha / beta): 6.38 / 6.54 eV

Here are the Mulliken charges for atoms 1 to 5, given in e: H 0.452; C -1.001; N -0.609; N -0.033; C 0.007

***

## x
ORCA calculation (wB97M-V/def2-TZVPD) on a structure of composition C22H41HfN3O11P3S4Sb.

Positions of all 86 atoms, in Å:
H1 4.14 3.82 3.52
H2 -1.92 -0.91 1.25
H3 5.40 4.37 2.41
H4 4.88 2.48 0.87
O1 3.16 3.69 -0.84
H5 3.64 -3.77 1.15
H6 -4.95 0.01 -3.19
C1 0.30 -5.25 -0.08
H7 -4.24 -1.39 1.93
O2 1.31 2.38 -2.74
H8 -5.13 0.22 -1.45
C2 -0.35 -3.78 1.70
C3 -0.43 -4.16 0.37
H9 0.51 -4.18 3.62
H10 -3.02 3.35 -1.22
H11 4.81 -1.62 0.53
H12 0.22 -5.55 -1.12
H13 2.26 -5.81 3.85
H14 -2.32 1.51 -3.67
H15 -2.53 3.40 1.81
S1 3.51 0.46 -0.67
H16 -4.73 2.40 1.13
C4 -4.53 0.51 -2.31
H17 2.41 0.10 -3.47
H18 -0.93 -2.94 2.05
C5 1.81 -0.76 -3.23
H19 -1.25 0.15 -3.38
C6 4.58 2.46 1.92
H20 2.49 -2.49 0.75
H21 -1.38 3.98 0.64
H22 3.87 4.31 -1.03
H23 5.18 -2.13 2.19
H24 1.65 -6.83 0.45
H25 5.30 1.87 2.48
H26 -0.80 3.71 -1.48
O3 3.97 -0.53 2.07
H27 -4.65 1.59 -2.47
H28 -3.31 1.49 2.56
C7 -2.54 0.71 2.51
Hf1 0.98 1.32 -0.91
O4 1.30 4.82 -2.13
C8 1.77 -1.92 -3.90
C9 -2.29 0.44 -3.44
O5 0.82 3.36 -0.15
P1 0.60 3.71 -3.10
P2 3.00 0.46 1.26
H29 -2.94 4.79 0.81
H30 -2.69 0.06 3.38
C10 -4.59 2.77 0.11
Sb1 -2.00 1.02 -0.50
O6 -2.66 -2.94 -0.02
H31 -1.57 1.18 2.62
N1 0.94 -0.68 -2.14
O7 -0.87 3.62 -2.45
C11 3.26 -2.80 1.46
C12 0.23 -1.79 -1.98
O8 -1.59 -4.07 -1.94
H32 2.34 -2.19 -4.77
S2 -1.46 -3.26 -0.75
O9 1.93 5.70 0.17
H33 -4.12 -1.35 0.18
C13 4.39 -1.80 1.52
H34 -5.14 2.11 -0.56
C14 0.45 -4.48 2.58
N2 1.95 -6.33 3.04
H35 -2.74 -0.09 -4.29
C15 -4.04 -0.73 1.08
C16 -3.11 2.89 -0.22
C17 -2.44 3.81 0.80
H36 -2.99 -0.94 -1.95
S3 0.62 -3.00 -3.20
H37 2.71 -6.84 2.62
H38 -5.06 3.76 0.07
C18 4.44 3.86 2.48
S4 1.06 0.11 1.49
C19 1.18 -5.59 2.14
H39 -4.83 0.03 1.06
O10 3.29 1.83 2.01
C20 -2.66 -0.11 1.23
H40 3.70 4.43 1.92
P3 1.77 4.48 -0.63
O11 0.57 4.14 -4.49
C21 1.09 -5.97 0.80
C22 -3.07 0.13 -2.16
H41 2.79 -2.90 2.44
N3 -0.69 -1.88 -1.02

## Properties
* multiplicity: 2
* charge: -1
* E_HOMO (alpha / beta): -3.322 / -5.645 eV
* frontier orbital gap (alpha / beta): 5.53 / 7.85 eV

Here are the Mulliken charges for atoms 1 to 5, given in e: H 0.317; H -1.359; H 0.379; H 0.288; O -0.337

***

Short version: x, w, most stable first.

***

## w
ORCA calculation (wB97M-V/def2-TZVPD) on a structure of composition C2H5FN2.

Positions of all 10 atoms, in Å:
H1 -1.72 -1.04 0.28
H2 0.87 -1.12 1.14
C1 0.78 -0.85 0.02
C2 -0.44 0.24 -0.23
H3 1.98 -0.56 -0.31
N1 0.17 1.53 0.16
H4 -0.76 2.13 0.51
F1 0.26 -2.11 -0.47
H5 0.52 1.82 -1.05
N2 -1.66 -0.05 -0.06

## Properties
* charge: 0
* E_HOMO: -10.184 eV
* frontier orbital gap: 10.70 eV

Here are the Mulliken charges for atoms 1 to 5, given in e: H 0.298; H 0.204; C -0.202; C 0.279; H 0.246

***

## x
ORCA calculation (wB97M-V/def2-TZVPD) on the molecule C2H5FN2.

Positions of all 10 atoms, in Å:
F1 3.21 -0.95 0.83
C1 0.93 0.34 0.29
N1 3.22 -0.14 -0.38
H1 -1.20 0.02 0.01
N2 1.95 0.57 -0.58
H2 0.62 1.28 0.69
H3 -0.22 0.10 -1.53
H4 1.29 -0.33 1.13
H5 -0.11 -1.31 -0.49
C2 -0.31 -0.21 -0.44

## Properties
* structure (SMILES): CC/N=N\F
* charge: 0
* E_HOMO (alpha / beta): -11.103 / -11.106 eV
* frontier orbital gap (alpha / beta): 10.27 / 10.27 eV

Here are the Mulliken charges for atoms 1 to 5, given in e: F -0.224; C -0.101; N 0.038; H 0.373; N -0.194

***

## y
ORCA calculation (wB97M-V/def2-TZVPD) on the molecule C2H5FN2.

Positions of all 10 atoms, in Å:
N1 -0.20 0.19 0.85
F1 -1.89 0.71 -0.77
H1 -0.34 0.66 -2.30
H2 0.22 0.31 2.81
H3 1.34 -0.81 1.72
C1 0.37 -0.03 -0.28
H4 -1.09 -1.09 -1.55
C2 -0.75 -0.01 -1.37
H5 1.55 -0.09 -0.89
N2 0.78 0.16 1.80

## Properties
* structure (SMILES): N/N=C/CF
* charge: 0
* E_HOMO: -8.969 eV
* frontier orbital gap: 9.90 eV

Here are the Mulliken charges for atoms 1 to 5, given in e: N -0.080; F -0.299; H 0.231; H 0.283; H 0.271

***

## z
ORCA calculation (wB97M-V/def2-TZVPD) on a cluster of 2 separate species, C2H5FN2 in total.

Positions of all 10 atoms, in Å:
H1 -1.83 -1.20 0.26
F1 0.29 -1.72 0.04
N1 0.80 0.62 -0.36
C1 1.81 0.69 0.33
H2 -2.39 0.09 -0.93
C2 -1.78 -0.14 -0.09
N2 0.11 -0.35 -0.75
H3 2.34 -0.19 0.56
H4 -1.76 0.67 0.64
H5 2.40 1.54 0.29

## Properties
* charge: 0
* E_HOMO: -9.409 eV
* frontier orbital gap: 9.27 eV

Here are the Mulliken charges for atoms 1 to 5, given in e: H 0.255; F -0.392; N -0.049; C -0.324; H 0.260

***

Short version: w, y, x, z, most stable first.

***

## w
ORCA calculation (wB97M-V/def2-TZVPD) on a cluster of 2 separate species, C12H18NS in total.

Positions of all 32 atoms, in Å:
H1 0.01 2.43 1.55
H2 -3.30 -1.63 0.73
C1 -2.26 -1.54 1.16
C2 1.45 0.55 -0.82
H3 2.76 -3.98 -1.16
C3 -1.61 -0.63 -1.03
H4 -3.33 0.87 0.42
N1 -1.57 -0.44 0.41
C4 0.55 2.20 0.73
H5 -0.67 -0.10 -1.49
C5 0.42 -1.08 1.72
H6 -1.19 -1.74 -1.25
H7 1.45 -0.90 2.03
C6 2.26 1.58 -1.38
H8 1.60 -0.50 -1.05
H9 -0.15 -1.93 2.14
H10 -2.29 0.84 1.77
S1 0.68 -2.89 -1.63
C7 0.63 0.85 0.33
C8 -2.30 0.73 0.70
C9 -0.18 -0.25 0.88
C10 2.26 -3.05 -1.40
H11 -2.32 -1.45 2.21
H12 -2.59 -0.44 -1.50
H13 -1.77 -2.48 0.92
H14 2.71 -2.05 -1.34
H15 -1.61 1.60 0.34
H16 2.75 3.75 -1.37
H17 3.00 1.24 -2.19
H18 1.16 4.28 0.41
C11 2.16 2.94 -0.91
C12 1.28 3.25 0.07

## Properties
* charge: +1
* E_HOMO: -12.092 eV
* frontier orbital gap: 8.41 eV

Here are the Mulliken charges for atoms 1 to 5, given in e: H 0.764; H 0.358; C -1.236; C 0.209; H 0.315

***

## x
ORCA calculation (wB97M-V/def2-TZVPD) on the ion C12H18NS with charge +1.

Positions of all 32 atoms, in Å:
H1 -0.90 -2.20 2.45
C1 2.32 -0.05 -3.14
H2 1.97 -1.34 1.67
H3 -2.28 2.87 -0.73
C2 -0.23 -1.40 2.23
H4 3.24 -0.20 -3.55
H5 -1.42 1.66 1.07
H6 -1.61 2.29 -2.91
H7 0.98 2.26 1.24
C3 1.16 1.18 1.24
H8 0.13 -1.73 -1.28
C4 0.14 0.98 -2.48
C5 -1.28 1.52 -2.19
H9 -0.76 -3.01 -0.25
C6 0.87 0.37 -1.48
C7 0.04 -1.11 0.74
H10 1.39 -2.86 1.35
C8 1.12 -1.86 1.47
C9 2.11 -0.22 -1.78
H11 1.29 0.80 2.36
H12 -2.11 0.76 -2.36
H13 2.11 1.05 0.84
S1 1.05 0.78 -3.96
H14 -1.54 -1.37 -0.80
N1 -1.20 1.01 0.27
H15 -1.98 0.45 -0.04
H16 0.07 -0.81 3.07
C10 0.08 0.31 0.45
H17 2.79 -0.72 -1.13
H18 -0.50 2.87 -0.62
C11 -0.62 -1.89 -0.44
C12 -1.34 2.15 -0.82

## Properties
* charge: +1
* E_HOMO: -12.194 eV
* frontier orbital gap: 9.32 eV

Here are the Mulliken charges for atoms 1 to 5, given in e: H 0.340; C -0.556; H 0.273; H 0.393; C -0.918

***

Short version: w, x, most stable first.